{"formula": "C18H21FN2O5S2", "method": "the ωB97M-V functional and the def2-TZVPD basis", "charge": 0, "energy_ev": -56611.5059, "homo_energy_ev": -9.04, "e_lumo_ev": 0.210, "multiplicity": 1, "smiles": "NS(=O)(=O)c1ccc(S(=O)(=O)N(Cc2ccccc2F)C[C@@H]2CCCO2)cc1", "homo_lumo_gap_ev": 9.248, "elements": ["S", "S", "F", "O", "O", "O", "O", "O", "N", "N", "C", "C", "C", "C", "C", "C", "C", "C", "C", "C", "C", "C", "C", "C", "C", "C", "C", "C", "H", "H", "H", "H", "H", "H", "H", "H", "H", "H", "H", "H", "H", "H", "H", "H", "H", "H", "H", "H", "H"], "positions_angstrom": [[1.060570, 1.283786, -0.410698], [0.831432, -4.994015, -0.155537], [-0.071029, 0.061406, 3.714574], [0.908496, -5.368881, 1.226017], [1.866764, 1.745594, 0.676986], [-0.315462, -5.382601, -0.922866], [0.160971, 3.863946, 0.075455], [1.316474, 1.764458, -1.737964], [-0.595747, 1.334688, -0.134456], [2.198830, -5.574731, -0.940932], [-1.321820, -2.991297, 2.252087], [1.650586, -2.545128, 0.738978], [-0.746481, -2.116295, 3.155636], [-1.233998, 4.735313, -1.621887], [0.580195, -2.591602, -1.427345], [0.972361, 4.674401, -0.763056], [1.203559, -0.512760, -0.432423], [-1.138610, 3.734900, -0.465648], [-1.330377, 2.272780, -0.942822], [-1.802882, -2.512971, 1.044163], [-0.647846, -0.777044, 2.825014], [-1.700580, -1.167913, 0.736793], [0.655126, -1.210296, -1.492976], [1.724987, -1.163181, 0.670499], [-0.950058, 1.187772, 1.264155], [0.220441, 4.813768, -2.084645], [-1.105174, -0.270437, 1.615826], [1.057029, -3.232423, -0.300380], [-1.856447, 3.952917, 0.336295], [2.829455, -6.044915, -0.312664], [2.159462, -0.572912, 1.461824], [0.454583, 5.742840, -2.598811], [1.939837, 4.181993, -0.870001], [-2.389300, 2.000798, -0.941904], [-0.366861, -2.455895, 4.106117], [2.006861, -3.096154, 1.594226], [1.969236, -6.148434, -1.735735], [0.127206, -3.179166, -2.209510], [-2.068500, -0.794813, -0.206533], [1.108885, 5.649520, -0.275739], [-0.927781, 2.165517, -1.950443], [-1.382330, -4.042502, 2.482784], [-0.173777, 1.648197, 1.883796], [-1.890955, 1.711802, 1.453627], [0.282650, -0.659656, -2.341731], [-1.566703, 5.705643, -1.250231], [-1.918250, 4.399697, -2.398212], [0.465631, 3.969815, -2.728410], [-2.250660, -3.195527, 0.338708]], "forces_ev_per_a": [[0.02, -1.27, -0.12], [0.55, -0.37, -0.30], [0.02, 0.03, -0.05], [0.29, 0.24, 0.00], [-0.15, -0.10, 0.21], [0.13, 0.22, -0.26], [-0.21, 0.02, 0.06], [-0.27, 0.04, -0.15], [0.87, 0.14, -0.24], [-0.61, 0.34, 0.34], [-0.02, 0.09, 0.05], [0.02, -0.04, 0.02], [0.03, 0.15, 0.08], [0.06, -0.05, 0.24], [-0.01, 0.18, -0.18], [0.28, 0.39, -0.15], [0.17, 0.43, 0.10], [-0.52, -0.11, -0.07], [0.17, 0.67, -0.22], [-0.14, 0.01, -0.04], [-0.24, -0.14, -0.18], [-0.02, -0.03, 0.24], [0.09, -0.15, -0.13], [0.13, 0.10, -0.09], [0.10, -0.10, 0.52], [0.06, -0.12, 0.20], [-0.08, -0.12, 0.49], [-0.07, -0.40, 0.15], [0.07, 0.01, -0.12], [0.08, -0.04, 0.25], [0.03, -0.02, 0.16], [0.02, 0.01, -0.05], [-0.03, 0.10, 0.00], [0.06, -0.04, -0.01], [0.07, -0.02, 0.11], [0.04, 0.04, 0.17], [-0.20, -0.07, -0.17], [-0.09, 0.04, -0.16], [0.00, 0.02, -0.16], [0.04, -0.10, -0.09], [-0.26, 0.11, -0.09], [0.00, -0.12, 0.04], [-0.28, 0.02, 0.08], [0.10, 0.05, -0.09], [-0.12, -0.02, -0.16], [-0.06, -0.01, -0.04], [-0.08, 0.02, -0.05], [0.01, 0.04, -0.06], [-0.05, -0.08, -0.10]], "mulliken_charge": [1.74, 1.34, -0.42, -0.65, -0.72, -0.68, -0.46, -0.74, 0.61, -0.52, -0.36, -0.83, -0.73, -0.90, -0.68, -0.52, -0.12, 0.79, -1.77, -0.69, 0.68, -0.26, -0.85, -0.70, -1.49, -0.46, 0.40, 0.67, 0.36, 0.26, 0.56, 0.45, 0.27, 0.36, 0.48, 0.46, 0.26, 0.46, 0.35, 0.38, 0.56, 0.39, 0.47, 0.50, 0.47, 0.35, 0.34, 0.15, 0.45]}